# 1
ORCA calculation (wB97M-V/def2-TZVPD) on the molecule C33H33N5O5.

Values from the calculation:
SMILES: COc1ccc([C@@H]2c3[nH]c4ccccc4c3C[C@H]3C(=O)N(c4ccccc4C(=O)NCCN4CCOCC4)C(=O)N23)cc1
E_HOMO in eV: -7.94
Frontier orbital gap in Ha: 0.3161

Structure (XYZ):
```
76
Properties=species:S:1:pos:R:3:forces:R:3
H 4.512 4.905 1.178 0.1 0.0 0.0
H 0.538 -0.682 3.621 0.0 -0.1 -0.2
C -4.595 1.782 -5.689 0.1 -0.1 0.4
C 4.749 -6.389 3.281 0.0 -0.2 -0.1
H -3.484 1.615 -3.859 -0.1 0.0 0.1
C -1.014 2.473 -3.301 -0.3 0.1 -0.1
C 1.434 3.395 -0.601 0.2 -0.1 0.3
H -1.215 -2.983 4.057 0.0 0.0 -0.1
H 0.861 -3.884 1.762 -0.1 0.0 0.0
H 4.566 -2.780 4.805 0.1 0.0 0.1
C -0.648 -0.926 0.004 0.1 0.1 0.1
H 1.382 -1.718 -0.009 0.0 0.1 -0.1
C 3.706 -4.266 3.541 -0.1 0.1 0.0
C -4.544 -3.509 0.568 -0.1 0.0 -0.2
H 0.887 3.344 -3.036 0.0 -0.1 0.2
H -5.460 -4.707 2.089 -0.1 -0.1 0.0
C -2.465 -2.490 1.123 -0.1 -0.2 0.4
H -4.201 4.135 -7.873 0.1 0.0 0.0
C -0.659 -1.908 2.320 -0.1 0.3 -0.4
O 4.726 -5.106 3.859 0.0 0.3 0.1
C 2.657 -4.571 2.681 0.3 -0.3 0.0
C 1.669 -3.632 2.435 0.0 0.2 0.1
C -3.619 -3.885 2.773 0.0 0.0 0.1
C -3.015 4.055 -6.058 -0.2 -0.2 -0.3
N -2.603 3.043 -5.098 0.0 0.1 0.0
H -0.973 4.192 -4.582 0.0 0.0 0.0
C 2.756 -2.081 3.894 0.0 -0.1 0.0
C 1.610 0.762 1.833 0.0 0.0 0.0
H -0.649 1.723 -4.009 0.0 0.0 0.1
H -1.094 0.075 -0.008 0.0 -0.1 -0.1
C -1.244 -1.750 1.096 0.4 0.1 0.3
N 1.112 -0.478 1.660 -0.3 -0.1 0.0
H 2.597 -5.532 2.195 0.0 -0.1 0.0
C 0.652 -1.331 2.741 0.2 0.0 0.2
H -1.684 1.995 -2.584 0.1 0.0 -0.1
H 4.816 -6.338 2.190 0.0 0.0 0.0
C 1.829 4.701 -0.864 0.0 -0.1 0.0
C -3.836 3.391 -7.162 0.3 0.3 0.0
H -0.808 -1.379 -0.975 0.0 0.0 0.0
C 3.656 4.480 0.675 0.0 0.0 0.0
H -3.623 4.844 -5.580 0.0 0.0 0.0
H -2.125 4.514 -6.495 0.0 0.0 0.0
H -5.344 -3.694 -0.133 -0.1 0.0 -0.1
H 3.844 2.568 1.635 0.0 -0.1 0.0
O -0.679 2.296 -0.524 -0.1 -0.1 0.2
C 1.700 -2.386 3.040 -0.2 -0.1 0.0
H -3.672 -4.331 3.755 0.0 -0.1 0.1
N 0.082 3.007 -2.531 -0.1 0.2 -0.2
C -1.730 3.586 -4.075 0.1 -0.2 0.0
H 3.225 6.260 -0.433 0.0 0.1 0.0
C 2.183 2.630 0.296 0.0 0.4 -0.1
C -4.611 -4.089 1.838 0.0 -0.1 0.1
H -3.989 1.002 -6.173 -0.1 0.0 0.1
O 1.560 0.572 -1.629 -0.1 -0.1 0.0
C 0.863 -0.796 0.278 -0.4 -0.2 -0.4
C -3.484 -2.712 0.198 0.0 0.0 0.1
C 3.745 -3.006 4.144 0.1 -0.2 0.0
H 2.799 -1.106 4.356 0.0 0.1 0.1
N -1.436 -2.712 3.114 0.2 0.0 0.3
C 0.182 2.832 -1.198 0.1 0.3 -0.2
O -4.974 2.748 -6.641 -0.2 0.1 0.0
O 1.874 1.316 2.869 0.0 0.2 0.3
C 3.290 3.171 0.933 -0.1 -0.1 -0.1
H -3.439 -2.265 -0.783 0.0 0.0 -0.1
H -4.420 3.128 -4.007 0.0 0.0 0.0
C -3.787 2.402 -4.549 -0.1 -0.2 -0.3
C -2.547 -3.082 2.408 -0.3 0.0 -0.5
C 1.436 0.411 -0.440 0.2 -0.5 -0.1
H -2.271 4.240 -3.368 0.1 0.0 0.0
H -3.203 2.660 -7.688 0.0 0.1 0.0
N 1.804 1.295 0.539 0.2 0.2 0.2
H 1.246 5.303 -1.545 -0.1 0.0 -0.1
H 3.867 -6.974 3.565 0.0 0.0 0.0
H -5.520 1.344 -5.312 0.1 0.0 0.0
C 2.933 5.241 -0.229 0.1 0.1 0.0
H 5.642 -6.873 3.674 -0.1 0.0 -0.1
```
Forces are in eV/Å.

---

# 2
ORCA calculation (wB97M-V/def2-TZVPD) on a structure of composition C39H32Cl3FeN5O4 at a distorted geometry.

Values from the calculation:
Expectation value of S²: 6.0096
Relative energy (zero: lowest compared OMol25 entry of this formula, charge and spin) in eV: 0.000
E_HOMO (alpha / beta) in eV: -7.35 / -7.39
Frontier orbital gap (alpha / beta) in Ha: 0.2848 / 0.2860
Spin multiplicity: 5

Structure (XYZ):
```
84
Properties=species:S:1:pos:R:3:forces:R:3
O -18.315 -4.854 -5.440 0.3 0.0 -0.6
H -13.440 -1.172 -6.519 0.0 0.0 -0.1
H -16.084 -0.002 -9.694 0.2 -0.1 0.1
H -15.085 -8.048 -11.205 -0.1 0.1 0.0
C -17.777 -2.717 -6.270 -0.2 0.2 -1.0
Cl -13.800 -4.373 -7.108 -0.1 -0.3 0.5
C -16.309 -8.534 -4.644 -0.8 -0.1 1.1
H -14.736 -9.970 -4.398 0.1 -0.3 0.3
H -22.122 -9.146 -9.880 -0.2 -0.1 0.0
H -13.476 -6.656 -5.552 0.3 -0.4 -0.3
C -15.768 -6.049 -10.843 0.3 0.6 -0.1
H -17.139 -3.541 -9.308 0.2 0.0 0.0
C -21.051 -9.254 -9.857 0.6 0.1 -0.3
N -15.208 -2.421 -5.101 0.4 -0.1 -0.2
C -14.743 -4.041 -11.691 -0.6 -0.6 0.7
H -16.821 -7.768 -11.414 -0.2 -0.1 0.0
H -14.611 -6.904 -8.636 -0.1 -0.3 -0.3
H -17.868 -1.184 -8.596 -0.7 -0.1 -0.2
C -20.102 -7.412 -6.650 0.8 0.0 0.1
H -20.947 -11.432 -9.866 -0.1 0.2 0.0
C -15.125 -4.029 -3.347 -0.2 -0.8 0.6
C -21.773 -5.852 -5.903 0.0 -0.3 0.4
H -15.636 -1.865 -4.385 -0.1 0.0 0.2
C -20.406 -10.491 -9.837 -0.7 -0.1 0.1
C -16.823 -9.322 -9.422 0.0 -0.3 0.5
H -15.478 -2.269 -10.685 0.0 -0.3 -0.2
C -13.949 -5.954 -4.908 -0.3 1.1 -0.4
C -17.739 -4.259 -6.368 0.0 -0.2 0.5
H -16.663 -9.758 -8.417 -0.1 0.2 -0.4
N -18.905 -8.154 -9.793 -0.6 -0.3 -0.2
C -20.255 -8.125 -9.890 0.4 0.2 0.3
H -13.798 -0.038 -8.745 0.4 0.2 0.0
H -17.702 -6.968 -5.216 -0.2 0.0 0.0
C -16.904 -1.213 -8.144 0.9 -0.2 0.1
H -14.036 -3.519 -12.326 -0.1 -0.2 0.0
H -20.498 -8.024 -5.835 -0.1 -0.4 0.1
C -14.401 -1.190 -7.017 0.7 0.5 -0.3
N -16.540 -5.352 -10.025 -0.6 -0.1 0.6
Fe -17.781 -6.462 -8.533 -0.2 0.2 0.7
H -21.035 -3.420 -8.744 -0.1 0.1 0.1
C -22.414 -4.644 -5.879 0.2 0.0 -0.3
O -19.061 -7.774 -7.204 -0.5 0.0 0.1
C -20.807 -6.200 -6.865 -0.2 0.9 -0.4
C -14.595 -0.537 -8.233 0.1 -0.4 0.5
C -16.694 -1.942 -6.978 -0.1 0.0 0.3
C -16.905 -7.635 -5.507 0.7 0.2 -0.3
H -14.260 -8.628 -8.906 0.0 -0.1 -0.2
C -14.882 -3.696 -4.682 -0.1 0.5 -0.3
C -15.226 -9.275 -5.050 0.6 0.4 -0.7
O -19.532 -5.455 -8.785 -0.4 0.0 0.2
H -15.070 -5.469 -1.761 0.1 0.1 -0.6
H -17.870 -2.445 -5.230 0.1 0.0 0.3
N -16.241 -7.975 -9.420 -0.1 -0.2 -0.5
H -21.960 -6.552 -5.096 0.0 0.0 0.0
H -16.308 -9.973 -10.137 0.1 -0.1 -0.1
N -16.446 -7.477 -6.751 -0.4 0.2 0.0
C -18.318 -9.338 -9.684 0.0 0.3 -0.1
C -14.877 -5.437 -11.693 0.4 0.6 -0.8
H -13.840 -9.568 -6.700 0.0 0.0 0.1
Cl -23.496 -4.263 -4.552 0.2 0.1 -0.4
H -18.533 -11.482 -9.722 0.1 -0.1 0.1
C -15.853 -0.542 -8.776 -1.1 0.1 -0.2
C -14.703 -9.036 -6.319 -0.3 -0.2 -0.1
H -20.676 -7.126 -9.893 0.0 -0.1 -0.1
C -15.422 -1.870 -6.406 -0.2 -0.5 0.2
H -22.644 -2.779 -6.996 0.0 -0.3 0.1
C -21.252 -4.103 -7.929 -0.2 0.8 0.2
C -19.045 -10.533 -9.743 0.9 0.2 -0.1
C -15.380 -8.147 -7.145 -0.1 -0.5 -0.1
C -15.036 -7.925 -8.597 0.5 0.7 0.6
H -16.726 -8.646 -3.635 0.2 0.0 -0.4
H -14.335 -6.023 -12.420 0.2 -0.2 0.1
C -14.245 -6.252 -3.600 0.1 -0.1 0.1
C -15.962 -7.517 -10.797 0.1 -0.9 0.3
C -20.460 -5.268 -7.903 0.1 -0.6 0.1
C -14.261 -4.696 -5.431 0.3 -0.4 -0.6
C -15.548 -3.352 -10.797 0.1 0.8 0.1
C -14.844 -5.287 -2.823 -0.2 0.7 0.9
C -16.454 -4.032 -9.987 0.2 0.1 -0.5
H -18.723 -2.448 -6.751 -0.1 0.0 0.1
C -22.157 -3.753 -6.934 0.3 -0.1 -0.5
O -17.169 -4.764 -7.394 -0.3 0.4 0.5
H -13.983 -7.213 -3.182 -0.1 0.0 0.0
Cl -15.878 -2.846 -2.304 0.1 -0.2 0.0
```
Forces are in eV/Å.

---

# 3
ORCA calculation (wB97M-V/def2-TZVPD) on a structure of composition C5H11NO at a distorted geometry.

Values from the calculation:
Relative energy (zero: lowest compared OMol25 entry of this formula, charge and spin) in eV: 5.220
E_HOMO in eV: -9.64
Frontier orbital gap in Ha: 0.3910

Structure (XYZ):
```
18
Properties=species:S:1:pos:R:3:forces:R:3
H -2.187 -0.026 0.400 0.7 0.8 -0.4
H -2.098 -2.113 1.470 0.1 -0.4 -0.4
O 2.273 0.654 0.080 0.4 -1.0 -0.1
C 1.121 0.556 -0.700 -1.6 -2.2 0.8
C 1.250 0.841 -2.201 -2.0 0.5 0.7
C -1.589 -1.291 1.956 0.5 0.7 -3.6
C -1.218 -0.172 0.899 0.0 -0.7 1.7
C -0.138 -0.769 0.043 1.2 1.8 -3.8
H -0.662 -1.594 2.293 1.6 -1.0 1.6
H -2.258 -0.942 2.636 -1.5 1.1 2.4
N 1.221 1.643 0.204 0.3 2.3 -1.7
H 0.221 1.198 -2.412 0.4 -0.1 -0.4
H -0.663 -1.351 -0.788 1.3 0.6 0.8
H 1.586 2.408 -0.472 -0.7 -0.8 1.7
H -0.789 0.708 1.440 -0.8 -0.5 -0.5
H 1.383 -0.029 -2.799 0.3 -0.8 -0.3
H 0.627 -1.357 0.524 -0.1 -0.2 0.4
H 1.919 1.636 -2.572 0.1 -0.3 0.9
```
Forces are in eV/Å.

---

# 4
ORCA calculation (wB97M-V/def2-TZVPD) on the molecule C3H4N2O at a distorted geometry.

Values from the calculation:
SMILES: C=N[C@H]1[C@H]2ON21
Relative energy (zero: lowest compared OMol25 entry of this formula, charge and spin) in eV: 6.309
E_HOMO in eV: -9.10
Frontier orbital gap in Ha: 0.3689

Structure (XYZ):
```
10
Properties=species:S:1:pos:R:3:forces:R:3
H -0.337 2.232 1.469 -1.1 0.4 0.3
H -1.753 1.483 0.508 -0.6 -0.7 -0.4
N 0.307 0.986 0.249 1.8 0.6 -0.5
C 0.557 -1.431 -0.008 0.1 0.5 -1.2
N -0.342 -1.092 -1.071 0.2 0.3 -1.5
O -0.814 -1.377 0.241 -0.6 -0.4 1.8
H 1.359 0.054 -1.519 -1.2 0.7 2.3
C 0.608 -0.004 -0.614 0.7 -3.5 -1.8
C -0.704 1.528 0.721 0.9 1.3 1.1
H 1.118 -2.380 0.024 -0.2 0.8 0.1
```
Forces are in eV/Å.

---

# 5
ORCA calculation (wB97M-V/def2-TZVPD) on a cluster of 4 separate species, C26H48BF10NO9PSi in total.

Values from the calculation:
Charge: -1
E_HOMO in eV: -3.94
Frontier orbital gap in Ha: 0.2344

Structure (XYZ):
```
97
Properties=species:S:1:pos:R:3:forces:R:3
H -2.189 2.062 -1.749 0.0 0.0 0.0
O -7.087 -3.068 -0.320 0.1 0.1 0.0
H -0.204 -1.600 -0.651 0.0 0.1 0.0
C -3.871 -0.349 -4.623 0.0 -0.1 0.1
H 4.931 5.326 -0.283 0.0 0.0 0.0
H 1.924 4.099 4.330 -0.1 0.0 0.0
H -2.392 1.213 2.157 0.1 0.0 0.0
F 5.162 5.022 -4.644 0.1 -0.1 0.0
O 5.231 3.636 -2.347 0.1 0.0 0.0
H -5.920 0.320 0.790 0.0 0.0 0.0
H 4.651 -1.413 -2.311 0.0 0.0 0.0
C 1.374 3.238 3.943 0.1 0.0 0.0
H -6.354 -3.894 -3.236 0.0 0.0 0.0
F -9.925 -1.239 -0.717 0.1 -0.1 0.1
H -0.479 -2.951 4.014 0.0 0.0 0.0
H 0.325 -0.257 4.773 0.0 0.0 0.0
C -5.422 -0.463 -1.167 0.0 0.0 0.0
H 5.673 4.280 0.936 0.0 0.0 0.0
H -5.479 -1.413 -1.698 0.0 0.0 0.0
N 1.541 -2.888 1.015 -0.2 -0.1 0.2
O -7.425 -0.885 0.195 0.0 -0.1 0.0
H -0.455 1.990 -1.361 0.0 -0.1 0.1
H 6.661 4.934 -0.379 0.0 0.0 0.0
C 2.047 2.696 2.696 0.0 -0.2 -0.2
H -4.371 -0.184 -1.053 0.0 0.0 -0.1
H 0.348 3.539 3.753 -0.1 0.0 0.0
H 5.811 -1.639 -0.989 -0.1 0.0 0.0
F 5.096 0.455 0.375 0.2 -0.1 0.0
H 2.733 -1.587 -0.755 0.1 -0.2 0.0
C 1.357 -1.579 1.728 0.1 -0.2 -0.3
H 6.086 2.531 -0.810 0.0 0.0 0.0
O 1.180 0.049 0.016 -0.2 0.1 0.3
C 3.271 -1.098 0.058 0.0 -0.4 0.2
O 0.012 -1.228 1.589 0.0 0.0 -0.1
H -1.208 0.700 -2.305 0.0 0.0 0.0
H -5.034 -3.541 -2.102 0.0 0.0 0.0
C 2.127 -0.488 0.910 0.4 0.7 -0.2
H 4.369 2.912 -0.671 0.0 0.0 0.0
H 3.746 0.614 -1.123 0.0 0.0 0.1
H 0.681 -3.407 1.166 0.1 0.0 -0.1
H 1.686 3.200 1.786 0.1 0.1 0.1
H 3.134 2.852 2.742 0.0 0.0 0.1
H -4.665 -4.619 -4.957 0.0 0.0 0.0
C -5.984 -0.602 0.220 0.0 -0.1 0.0
C 6.064 4.041 -4.507 0.0 0.0 0.0
B -0.113 -0.699 0.183 0.1 0.0 0.1
C -5.337 -4.158 -2.946 0.0 0.0 -0.1
H 2.313 -3.434 1.383 0.0 0.0 0.1
H -1.565 3.475 0.258 0.0 0.0 0.0
H 5.903 -0.195 -2.011 0.0 0.0 0.0
F -5.131 -0.096 -5.017 0.1 0.0 0.0
C -7.777 -2.116 -0.088 -0.2 -0.1 0.0
F 7.182 4.409 -5.137 -0.2 -0.1 0.1
C -1.736 1.610 1.375 -0.1 0.0 0.1
O 1.777 1.312 2.578 -0.3 0.2 -0.1
H 0.669 -4.173 3.469 0.0 0.0 0.0
Si 1.706 -1.894 3.577 0.0 0.2 0.0
H 0.745 -3.577 5.130 0.0 0.0 0.0
F -3.501 0.595 -3.769 0.0 -0.1 -0.2
C -1.367 1.394 -1.476 0.1 0.1 -0.2
H -3.223 3.010 0.595 0.0 -0.1 0.0
H 4.222 -1.686 3.668 -0.1 0.0 0.0
C -9.326 -2.238 -0.053 0.0 0.0 0.0
H -2.226 3.682 1.878 0.0 0.0 0.0
H 1.352 2.466 4.713 0.1 0.1 0.0
C 4.278 -0.186 -0.595 -0.3 0.3 -0.1
H 3.731 -3.293 3.122 0.0 0.0 0.0
C -3.743 -1.746 -3.960 0.0 0.2 0.0
C 0.559 -3.282 4.092 -0.1 -0.2 0.0
H 3.181 1.366 1.094 0.0 0.0 0.0
C 3.482 -2.478 3.808 0.1 -0.1 0.0
C 5.676 4.547 -0.121 0.0 0.0 0.0
O -4.433 -2.648 -4.648 0.0 0.0 0.1
H 3.523 0.249 2.422 0.0 0.0 -0.1
C 5.343 3.317 -0.931 0.0 -0.1 0.1
F -9.720 -3.393 -0.594 0.0 0.2 0.1
H -5.949 0.305 -1.735 0.0 0.0 0.0
H 1.644 -0.847 5.802 0.0 0.0 0.0
H -5.331 -5.198 -2.620 0.0 0.0 0.0
H -5.494 -1.404 0.771 0.0 0.0 0.0
H 3.819 -1.879 0.604 0.0 0.1 0.0
C 6.360 3.734 -3.014 0.0 0.0 -0.2
F -9.760 -2.204 1.222 0.0 0.0 -0.2
H -3.359 -4.211 -3.819 0.0 0.0 0.0
F -3.080 -0.293 -5.710 -0.1 0.1 0.1
P -1.794 0.361 -0.004 -0.1 -0.1 0.1
C 2.722 0.644 1.773 -0.1 -0.2 -0.2
H -0.731 1.611 1.792 0.2 0.2 0.0
C -2.209 3.013 1.011 0.0 0.1 -0.1
C 1.389 -0.509 4.791 0.0 0.1 0.2
O 7.480 3.592 -2.613 -0.1 0.0 0.1
C -4.387 -3.997 -4.110 0.0 0.0 0.0
H 1.939 0.405 4.569 0.0 -0.2 0.0
F 5.582 2.942 -5.112 0.1 0.2 0.1
H 3.602 -2.862 4.826 0.0 0.0 0.0
O -3.084 -1.922 -2.982 0.0 -0.1 -0.1
C 5.219 -0.900 -1.533 0.0 -0.1 -0.1
```
Forces are in eV/Å.

---

| no. | calculated total energy (eV) |
| --- | --- |
| 1 | -52446.824 |
| 2 | -128560.724 |
| 3 | -8896.477 |
| 4 | -8197.576 |
| 5 | -92681.146 |